Entry 1:
84
Properties=species:S:1:pos:R:3:mulliken_charge:R:1 method="wB97M-V/def2-TZVPD" largest_force_ev_per_a=2.29 gap_ev=7.544 energy_ha=-2485.79987 de_lowest_ev=0.175 charge=0
Hg 2.150 -0.226 -0.573 1.307
P 0.652 -1.852 -3.530 0.572
P 0.993 1.308 -2.158 1.264
Si 0.635 0.884 2.905 -0.923
O 1.001 0.724 1.364 -0.186
C -1.828 -2.801 -2.832 -0.919
C 0.086 2.249 -3.468 -1.682
C -2.544 0.324 -2.954 -0.249
C 1.070 3.706 2.774 -0.159
C -1.907 -1.884 -1.627 -0.020
C -3.341 -1.102 4.350 -0.496
C -3.206 -0.771 2.996 -0.393
C 2.108 0.594 -3.502 -1.700
C -4.052 -2.124 -3.843 -0.792
C 0.093 -2.884 -5.016 -1.547
C 3.714 0.593 5.721 -0.709
C 2.761 1.081 4.814 -0.230
C -2.010 -0.205 2.521 -0.246
C 2.872 -1.654 5.405 -0.650
C -0.502 4.306 5.002 -0.675
C -3.906 -0.877 -4.748 -0.788
C -2.809 -2.973 -3.729 -0.779
C 1.938 -1.158 4.479 -0.018
C 3.747 -1.628 -0.699 -1.502
C 1.383 -0.441 -4.369 -0.821
C -2.630 -0.524 -1.706 -0.485
C 1.867 0.210 4.172 0.426
C -2.840 0.066 -4.245 -0.710
C -0.952 0.032 3.411 0.350
C -0.514 3.014 4.455 -0.193
C 1.068 5.002 3.308 -0.514
C -1.114 -0.264 4.771 -0.292
C 0.323 5.290 4.455 -0.476
C 3.775 -0.773 6.019 -0.383
C 0.352 2.677 3.406 0.111
C 1.898 -3.102 -3.013 -0.847
C -2.302 -0.837 5.238 -0.806
C 1.590 2.915 -1.417 -0.963
H -4.241 -1.590 4.708 0.369
H 1.673 5.782 2.838 0.385
H 0.711 3.566 -1.486 0.392
H 1.250 -1.867 4.007 0.366
H 0.489 -0.004 -4.832 0.393
H -4.018 -0.966 2.297 0.405
H -4.386 -1.774 -2.832 0.323
H 2.312 -3.659 -3.873 0.391
H 1.665 3.498 1.879 0.097
H 2.414 3.352 -2.000 0.354
H -1.911 0.059 1.463 0.285
H -4.909 -0.381 -4.785 0.353
H -4.832 -2.763 -4.306 0.419
H 2.006 -0.835 -5.167 0.659
H 0.907 -3.000 -5.754 0.494
H -2.378 0.647 -5.059 0.355
H -0.789 -2.448 -5.526 0.303
H -2.143 0.006 -0.886 -0.209
H -2.355 -2.484 -0.803 0.532
H 1.897 2.807 -0.356 0.183
H 2.672 -2.489 -2.546 -0.113
H -1.192 2.273 4.885 0.353
H -3.665 -0.610 -1.339 0.490
H 3.313 -2.632 -0.763 0.441
H -2.074 1.298 -2.736 0.750
H 4.409 1.297 6.191 0.362
H 4.208 -1.570 0.300 0.379
H -0.197 -3.906 -4.696 0.432
H -0.311 -0.052 5.488 0.480
H -0.992 -3.537 -2.836 1.143
H -3.608 -1.108 -5.772 0.354
H -0.523 1.581 -4.106 0.147
H 2.399 1.451 -4.111 0.494
H 2.886 -2.722 5.642 0.363
H 4.500 -1.477 -1.487 0.345
H -0.570 3.025 -3.048 0.517
H 3.009 0.166 -3.055 0.614
H 4.520 -1.156 6.717 0.367
H 0.830 2.775 -4.098 0.520
H -2.375 -1.088 6.296 0.374
H -2.792 -3.827 -4.409 0.397
H 2.713 2.155 4.612 0.325
H 1.473 -3.797 -2.266 0.369
H -1.132 4.528 5.865 0.371
H 0.379 6.275 4.919 0.355
H -0.867 -1.686 -1.314 -0.351


Entry 2:
54
Properties=species:S:1:pos:R:3:mulliken_charge:R:1 method="wB97M-V/def2-TZVPD" largest_force_ev_per_a=4.62 gap_ev=8.377 energy_ha=-3286.95595 de_lowest_ev=0.000 charge=0
Cu -0.545 -0.112 -0.118 1.093
Cl -2.253 -1.690 -3.149 1.772
O 0.318 -2.189 0.366 -0.112
O -1.283 1.800 -1.320 0.282
O -3.527 -2.310 -2.863 -0.688
O -0.745 1.662 1.561 -0.170
O 4.175 1.013 0.892 -0.466
O -1.229 -2.691 -3.388 -0.699
O -2.387 -0.795 -4.271 -0.692
O -1.834 -0.902 -1.993 -0.793
N 1.287 0.562 -1.439 0.107
N -2.224 -1.060 1.407 -0.215
C -1.931 -0.203 2.609 -0.582
C 4.839 -0.234 0.909 -0.676
C -1.912 1.245 2.216 -0.827
C -0.373 2.165 -2.315 -0.881
C -0.334 -2.667 1.512 -0.505
C 0.225 2.069 2.422 -0.922
C -1.752 -2.456 1.451 -0.844
C 2.676 0.427 -0.982 -0.854
C -2.574 2.364 -1.492 -0.983
C 0.350 -3.158 -0.695 -0.899
C 2.851 0.938 0.437 0.069
C 1.037 1.979 -1.800 -0.860
H -3.228 -0.996 1.335 0.255
H 4.372 -0.905 1.645 0.253
H -2.696 -0.455 3.365 0.466
H 0.758 -4.130 -0.417 0.390
H -3.201 2.142 -0.636 0.222
H -2.226 -3.012 0.630 0.342
H 2.242 0.316 1.105 0.164
H 0.077 -2.154 2.406 0.208
H -0.487 3.243 -2.489 0.476
H -2.762 1.527 1.597 0.221
H 3.355 0.940 -1.677 0.245
H -0.620 -3.277 -1.188 0.236
H -2.031 1.823 3.150 0.453
H -0.029 -3.667 1.852 0.484
H 2.930 -0.632 -0.992 0.490
H -2.509 3.466 -1.562 0.330
H -3.030 2.024 -2.431 0.296
H 1.751 2.229 -2.597 0.479
H 1.249 2.644 -0.966 0.347
H 1.050 2.470 1.840 0.214
H 4.810 -0.725 -0.070 0.312
H 1.313 0.060 -2.325 0.145
H 0.996 -2.718 -1.460 0.186
H -0.086 2.883 3.088 0.361
H -1.019 -0.530 3.113 0.302
H 2.466 1.953 0.438 0.004
H -2.290 -2.991 2.274 0.433
H -0.553 1.529 -3.188 0.390
H 5.887 -0.090 1.151 0.293
H 0.652 1.276 3.050 0.351


Entry 3:
15
Properties=species:S:1:pos:R:3:mulliken_charge:R:1 method="wB97M-V/def2-TZVPD" largest_force_ev_per_a=1.20 gap_ev=10.019 energy_ha=-324.93378 de_lowest_ev=1.057 charge=0 smiles="CNC(C)=O.O"
O 3.416 -0.474 -0.219 -0.627
O -1.561 -0.436 -1.949 -0.594
N -0.006 0.501 -0.578 -0.109
C -1.646 -1.142 0.295 -0.835
C -0.185 1.544 0.442 -0.904
C -1.110 -0.305 -0.832 0.407
H 3.188 -1.415 -0.224 0.313
H 0.318 1.255 1.371 0.264
H -1.230 1.634 0.726 0.326
H -2.706 -0.997 0.310 0.286
H 3.480 -0.390 0.741 0.308
H 0.227 2.485 0.102 0.326
H -1.204 -0.871 1.251 0.297
H 0.428 0.777 -1.446 0.255
H -1.412 -2.166 0.013 0.286


Entry 4:
11
Properties=species:S:1:pos:R:3:mulliken_charge:R:1 method="wB97M-V/def2-TZVPD" largest_force_ev_per_a=4.16 gap_ev=9.030 energy_ha=-376.64504 de_lowest_ev=3.232 charge=0 smiles="O=C1N=CC=N1.O"
O 0.801 1.740 -2.553 -0.645
O 1.654 -0.059 -0.414 -0.375
N 0.030 -1.789 0.165 -0.396
N 0.042 0.434 1.064 -0.390
C -0.970 -0.202 1.525 -0.017
C -0.958 -1.597 0.942 -0.046
C 0.684 -0.382 0.205 0.503
H -1.716 -2.349 0.950 0.408
H 1.759 1.924 -2.347 0.324
H 0.196 2.242 -2.005 0.306
H -1.523 0.038 2.467 0.328


Entry 5:
86
Properties=species:S:1:pos:R:3:mulliken_charge:R:1 method="wB97M-V/def2-TZVPD" spin_multiplicity=2 largest_force_ev_per_a=3.07 gap_ev="7.444 / 7.193" energy_ha=-2627.67729 de_lowest_ev=1.687 charge=+1
Ir 0.409 0.182 0.103 1.543
S 3.633 -0.369 -0.343 0.698
S -2.359 1.920 -0.338 1.069
O 1.541 -1.638 0.711 -0.590
O -1.619 -3.192 0.497 -0.710
O -2.983 1.669 1.033 -0.942
O 2.390 0.354 -0.892 -0.716
O -1.079 -1.207 -0.414 -1.123
N -0.884 0.003 1.857 -0.666
N 1.109 -3.893 0.481 1.218
N 0.716 -4.931 1.283 0.107
N 0.685 1.893 0.229 0.530
C -1.713 -1.224 1.832 -0.542
C -4.947 1.633 -1.473 -0.317
C 4.041 -1.529 -1.622 -0.526
C 1.386 3.271 2.601 -1.321
C 0.993 -3.592 -3.200 -0.960
C 0.102 -5.361 3.629 -1.740
C 1.173 -2.757 1.223 0.018
C 2.027 -4.444 -3.567 -0.533
C -5.709 0.890 -0.376 -1.246
C 0.543 -4.463 2.527 0.697
C 1.178 3.753 -1.202 1.032
C 0.837 -3.119 2.540 -1.318
C 1.106 3.169 0.090 0.325
C -3.385 4.420 0.393 -0.605
C 1.861 5.228 1.082 -0.735
C 2.784 -5.083 -2.592 -0.762
C -1.456 -1.993 0.559 0.600
C -3.472 1.236 -1.573 -1.152
C 2.492 -4.882 -1.251 0.132
C -2.511 4.792 1.588 -1.111
C 4.903 0.820 -0.692 -1.140
C 0.819 2.937 -2.413 -0.874
C 1.438 -4.049 -0.900 -0.673
C 1.462 3.912 1.241 0.951
C 0.383 -6.254 0.776 -1.100
C -2.589 3.705 -0.696 -0.822
C 1.577 5.072 -1.305 -0.825
C 0.686 -3.391 -1.860 0.324
C 1.909 5.812 -0.175 -0.794
H -1.517 0.803 1.687 0.040
H 1.473 2.188 2.525 0.085
H 2.207 6.848 -0.278 0.450
H -3.825 5.321 -0.039 0.507
H 5.874 0.325 -0.644 0.463
H -2.114 3.893 2.063 0.126
H -0.592 -6.548 1.157 0.375
H -2.771 -0.955 1.836 0.397
H 1.129 -6.987 1.079 0.355
H -1.578 4.114 -0.756 0.152
H -0.130 -2.747 -1.557 0.384
H 0.338 -6.223 -0.307 0.414
H -5.703 -0.186 -0.567 0.362
H -1.510 -1.875 2.675 0.434
H -5.035 2.711 -1.320 0.229
H -0.268 2.863 -2.523 0.036
H -1.673 5.422 1.277 0.291
H 0.222 -4.861 4.586 0.402
H -4.200 3.780 0.731 0.242
H 4.843 1.595 0.071 0.350
H 4.723 1.250 -1.677 0.334
H -3.062 3.774 -1.676 0.607
H 3.214 -2.233 -1.681 -0.301
H 3.597 -5.739 -2.875 0.426
H -5.267 1.070 0.601 0.247
H 4.148 -0.989 -2.563 0.401
H -5.408 1.412 -2.438 0.418
H 0.426 3.498 3.074 0.219
H 2.235 -4.624 -4.614 0.426
H -3.022 1.536 -2.525 0.452
H 0.404 -3.096 -3.961 0.458
H -6.749 1.219 -0.351 0.386
H 2.173 3.651 3.252 0.478
H -3.088 5.340 2.333 0.436
H 1.637 5.531 -2.285 0.463
H 3.078 -5.367 -0.478 0.526
H -3.343 0.155 -1.459 0.398
H 1.219 3.394 -3.317 0.510
H 0.684 -6.282 3.640 0.395
H -0.950 -5.629 3.510 0.352
H 1.204 1.923 -2.324 -0.011
H 2.142 5.805 1.955 0.469
H -0.405 0.123 2.738 0.307
H 4.960 -2.050 -1.352 0.490
H 0.804 -2.451 3.384 0.619


Entry 6:
24
Properties=species:S:1:pos:R:3:mulliken_charge:R:1 method="wB97M-V/def2-TZVPD" largest_force_ev_per_a=4.24 gap_ev="4.834 / 4.062" energy_ha=-919.52774 de_lowest_ev=4.091 charge=-2
Cd -0.548 -0.143 -0.134 0.882
F 0.166 -1.427 3.363 -0.365
F -1.326 -0.087 2.181 -0.418
F -0.617 -2.121 1.294 -0.464
F -2.076 -2.083 3.124 -0.363
N 0.409 3.449 1.746 -0.685
C -2.011 -1.045 -1.699 -0.882
C 1.748 -0.952 -0.670 -0.635
C 1.861 1.298 -0.089 -0.431
C 1.628 -0.019 0.447 -0.851
C 1.929 -0.185 -1.853 -0.384
C -2.230 0.209 -1.133 -0.746
C 2.003 1.193 -1.486 -0.548
B -0.965 -1.459 2.576 0.616
H 2.066 -0.585 -2.857 0.368
H 2.239 2.011 -2.166 0.410
H -3.004 0.417 -0.369 0.295
H 1.782 -2.039 -0.597 0.411
H 1.599 -0.283 1.506 0.645
H -0.558 3.659 2.070 -0.077
H -1.517 -1.138 -2.677 0.298
H 1.928 2.214 0.500 0.380
H -2.436 -1.968 -1.287 0.288
H -2.071 1.083 -1.792 0.258